No. 1
{"formula": "H20O10", "method": "ωB97M-V with the def2-TZVPD basis set", "e_lumo_ha": -0.0162, "total_charge": 0, "de_lowest_kj_mol": 320.7, "smiles": "O.O.O.O.O.O.O.O.O.O", "gap_ev": 9.93, "elements": ["O", "H", "H", "O", "H", "H", "O", "H", "H", "O", "H", "H", "O", "H", "H", "O", "H", "H", "O", "H", "H", "O", "H", "H", "O", "H", "H", "O", "H", "H"], "coordinates": [[3.16198, -0.72406, 0.76385], [2.64004, -1.42983, 0.40487], [3.79947, -1.15703, 1.31405], [0.66936, -2.14229, 0.42097], [0.80145, -1.53984, 1.18775], [-0.20313, -2.49647, 0.45658], [1.32188, 1.48207, -1.91536], [1.97431, 0.81979, -1.83361], [1.55369, 2.14898, -1.27681], [-2.91350, 1.35226, -2.41722], [-2.87406, 0.88131, -1.64078], [-2.02754, 1.38790, -2.72060], [0.64691, -0.15012, 2.49658], [-0.15017, 0.41746, 2.44473], [0.48214, -0.55419, 3.35951], [-1.86940, -1.66855, 2.65544], [-1.26130, -1.57247, 2.00290], [-1.36028, -2.21661, 3.23354], [-0.69370, -0.10809, -0.80592], [-0.08127, -0.62006, -0.21245], [0.00554, 0.42716, -1.25776], [-0.94810, 2.61329, -0.46881], [-1.88457, 2.58374, -0.41499], [-0.61061, 1.74362, -0.41734], [-2.38805, -1.55930, -2.85092], [-1.70271, -1.19641, -2.29784], [-1.97669, -2.37773, -3.13229], [1.73644, 2.13474, 0.80852], [1.46231, 1.36950, 1.26578], [2.68954, 2.15122, 0.84762]], "atomic_forces_ev_per_a": [[-0.08, 0.90, -0.16], [-0.40, -0.66, -0.49], [0.63, -0.29, 0.48], [1.43, 0.74, 0.46], [-0.27, -0.42, -0.10], [-0.99, -0.60, 0.06], [-1.35, 0.31, -0.96], [1.39, -1.07, 0.09], [-0.04, 0.50, 0.75], [-1.50, 1.82, -2.22], [0.07, -1.88, 2.70], [1.28, 0.15, -0.51], [-0.98, 0.33, 0.30], [0.41, -0.15, -0.29], [0.44, -0.05, 0.03], [-2.57, -0.22, 2.51], [2.40, 0.95, -3.56], [-0.02, -0.80, 1.15], [1.53, -0.28, 0.58], [-1.02, 0.13, -0.85], [-0.47, -0.05, -0.44], [0.91, 2.24, 0.10], [-1.19, -0.26, -0.09], [-0.04, -1.28, 0.27], [-0.14, -0.49, -0.29], [0.38, 0.70, 0.64], [-0.17, -0.33, -0.29], [0.12, 1.74, -0.98], [-0.13, -1.49, 0.91], [0.39, -0.21, 0.21]], "nbo_charge": [-0.953, 0.479, 0.472, -0.975, 0.501, 0.485, -0.947, 0.470, 0.508, -0.925, 0.460, 0.468, -0.966, 0.500, 0.489, -0.902, 0.445, 0.457, -1.019, 0.477, 0.495, -0.956, 0.472, 0.467, -0.939, 0.478, 0.454, -0.952, 0.481, 0.476]}

=====

No. 2
{"formula": "C2H2OS3", "method": "ωB97M-V with the def2-TZVPD basis set", "e_lumo_ha": [-0.1178, -0.1158], "total_charge": 0, "de_lowest_kj_mol": 358.4, "smiles": "O=S(=S)=CC=S", "gap_ev": [5.68, 5.74], "elements": ["O", "S", "S", "C", "C", "S", "H", "H"], "coordinates": [[-1.78802, 0.80811, -1.06016], [-2.43167, 0.86227, 0.24501], [-3.97149, -0.49762, 0.33173], [-1.44089, -0.01441, 1.46802], [-0.76021, -1.02607, 0.91672], [-1.06373, -1.66812, -0.61317], [-1.39205, 0.42425, 2.44550], [0.01626, -1.66722, 1.51215]], "atomic_forces_ev_per_a": [[0.80, -0.16, -0.68], [-2.21, -0.80, 1.52], [1.40, 0.80, -0.33], [0.16, 0.74, -0.92], [1.44, -1.93, 0.92], [-0.28, 0.05, 0.09], [0.15, -0.09, 0.26], [-1.47, 1.39, -0.87]], "nbo_charge": [-0.844, 1.172, -0.259, -0.441, -0.443, 0.282, 0.252, 0.281]}